Run 1
17
Properties=species:S:1:pos:R:3:nbo_charge:R:1 method="wB97M-V/def2-TZVPD" gap_ev="5.00 / 7.87" multiplicity=2 homo_energy_ev="-4.66 / -7.54" lumo_ev="0.34 / 0.33" s_squared=0.762
C 0.163 0.661 -2.312 -0.4224
N -0.088 1.493 -1.116 -0.7384
H 1.217 0.398 -2.339 0.2198
H -0.342 -0.290 -2.151 0.2299
H -0.139 1.158 -3.226 0.2020
H 0.435 2.364 -1.178 0.3913
H 0.199 0.832 -0.158 0.4326
H -1.059 1.791 -1.048 0.3960
C -0.804 -0.380 1.416 -0.0277
C -1.220 -1.537 1.963 -0.5540
C 1.534 -0.768 1.107 -0.3200
N 0.387 -0.135 0.784 -0.6653
H -1.417 0.516 1.509 0.1572
H -0.702 -2.479 1.844 0.1916
H -2.193 -1.583 2.429 0.1911
H 2.480 -0.392 0.739 0.1544
H 1.549 -1.647 1.737 0.1616

=====

Run 2
17
Properties=species:S:1:pos:R:3:nbo_charge:R:1 method="wB97M-V/def2-TZVPD" gap_ev="5.44 / 9.76" multiplicity=2 homo_energy_ev="-4.64 / -8.97" lumo_ev="0.80 / 0.79" s_squared=0.753
C -2.475 0.245 -1.867 -0.3499
N -1.240 0.469 -1.572 -0.8168
H -2.904 -0.731 -1.634 0.1556
H -3.072 1.024 -2.345 0.1646
H -0.870 1.393 -1.734 0.3675
H -0.605 -0.227 -1.054 0.4137
C 2.186 0.374 0.767 -0.6605
C 0.800 -0.186 0.942 0.1872
C -0.055 0.142 1.949 -0.4723
N 0.385 -1.119 -0.103 -0.8398
H 2.242 0.831 -0.242 0.2218
H 2.965 -0.422 0.829 0.2190
H 2.423 1.135 1.528 0.2325
H -0.990 -0.356 2.077 0.2023
H 0.246 0.874 2.696 0.2074
H 1.186 -1.608 -0.527 0.3808
H -0.221 -1.838 0.289 0.3869

=====

Run 3
17
Properties=species:S:1:pos:R:3:nbo_charge:R:1 method="wB97M-V/def2-TZVPD" gap_ev="3.68 / 8.06" multiplicity=2 homo_energy_ev="-3.40 / -7.86" lumo_ev="0.27 / 0.20" s_squared=0.754
C -0.702 1.321 0.105 -0.2176
C -0.629 -0.093 -0.415 -0.4165
C 0.691 -0.760 -0.085 -0.1716
C 0.484 -1.961 0.557 -0.7222
N 2.116 -0.318 -0.396 -0.6807
N -2.153 1.702 0.034 -0.8646
H -0.350 1.335 1.132 0.1640
H 0.059 1.888 -0.486 0.1648
H -0.874 -0.062 -1.512 0.1845
H -1.480 -0.808 -0.051 0.2242
H -0.506 -2.410 0.881 0.2170
H 1.405 -2.631 0.744 0.1486
H 2.521 -1.141 -0.253 0.4205
H 2.330 0.297 0.382 0.3884
H 2.206 0.021 -1.397 0.4334
H -2.742 0.976 0.335 0.3643
H -2.375 2.644 0.425 0.3634

=====

Most stable: run 2. Least stable: run 3.

=====

Run 1
24
Properties=species:S:1:pos:R:3:nbo_charge:R:1 method="wB97M-V/def2-TZVPD" gap_ev="2.32 / 6.26" multiplicity=2 homo_energy_ev="0.66 / -3.34" lumo_ev="2.98 / 2.92" s_squared=0.761 charge=-1
C -2.665 -0.018 -0.005 -0.6100
C -1.665 1.881 1.197 -0.4606
C -1.565 0.476 0.786 -0.1068
C -0.558 2.328 1.864 -0.2178
C 0.477 1.567 2.230 -0.3029
C -0.540 -0.324 1.212 -0.2677
C 0.579 0.157 1.955 -0.4421
H -2.369 2.593 0.810 0.1784
H -0.537 3.416 2.307 0.1590
H -3.047 -1.122 0.220 0.1820
H -2.238 -0.354 -0.969 0.1984
H 1.306 1.908 2.780 0.1720
H -0.512 -1.289 0.766 0.1694
H 1.324 -0.441 2.518 0.1788
H -3.653 0.693 -0.091 0.1976
C 2.675 -0.600 -1.175 -0.7188
C 0.917 -1.864 -2.742 -0.7513
S 2.199 -2.350 -1.726 0.1626
H 3.711 -0.685 -1.146 0.2019
H 2.307 0.189 -1.891 0.2077
H 2.142 -0.321 -0.301 0.2531
H 0.408 -3.036 -2.682 0.1956
H 1.014 -1.588 -3.727 0.1965
H 0.289 -1.216 -2.194 0.2250

=====

Run 2
24
Properties=species:S:1:pos:R:3:nbo_charge:R:1 method="wB97M-V/def2-TZVPD" gap_ev="2.57 / 6.81" multiplicity=2 homo_energy_ev="0.66 / -3.64" lumo_ev="3.22 / 3.17" s_squared=0.760 charge=-1
C -2.362 0.140 -0.557 -0.6278
C -0.220 1.369 -0.612 -0.3389
C -1.202 0.724 0.156 -0.0326
C 0.815 2.114 0.030 -0.4371
C 0.862 2.090 1.446 -0.2295
C -1.089 0.635 1.541 -0.4454
C -0.030 1.365 2.188 -0.3055
H -0.404 1.464 -1.679 0.1799
H 1.509 2.733 -0.516 0.1771
H -3.347 0.511 -0.206 0.1890
H -2.540 -0.927 -0.329 0.1831
H 1.648 2.647 1.950 0.1752
H -1.866 0.159 2.129 0.1733
H 0.114 1.328 3.264 0.1749
H -2.404 0.368 -1.623 0.2011
C 2.305 -1.091 -0.778 -0.7105
C 0.054 -2.660 -0.849 -0.7427
S 1.472 -2.285 -1.952 0.0807
H 2.556 -1.703 0.075 0.2012
H 3.202 -0.661 -1.224 0.2080
H 1.615 -0.269 -0.606 0.2661
H -0.137 -3.725 -0.789 0.2017
H -0.824 -2.110 -1.177 0.2239
H 0.272 -2.217 0.119 0.2348

=====

Most stable: run 2. Least stable: run 1.